Record 1
72
Properties=species:S:1:pos:R:3:mulliken_charge:R:1 method="wB97M-V/def2-TZVPD" gap_ev="7.02 / 6.60" homo_ev="-7.58 / -7.21" relative_energy_kj_mol=14.1 spin_multiplicity=2 energy_ev=-63384.691 molar_mass_g_mol=770.88
Re 1.06 -0.04 0.02 1.633
C -2.33 6.89 0.29 -2.032
C -2.86 5.88 1.29 0.539
C -2.80 6.39 2.73 -0.954
C -3.58 5.46 3.63 -1.105
C -3.19 4.02 3.39 1.242
C -3.49 3.06 4.33 -0.705
C -3.07 1.74 4.15 0.034
F -3.39 0.85 5.09 -0.354
C -2.32 1.36 3.07 -1.080
C -2.01 2.32 2.10 0.384
C -1.14 1.95 0.99 1.371
O -0.81 0.75 0.84 -1.014
C -0.75 3.00 0.13 0.194
C -1.32 4.24 0.27 -0.425
N -2.17 4.57 1.25 0.337
C -2.47 3.64 2.24 -0.858
C 0.27 2.83 -0.96 0.193
O 0.26 3.55 -1.94 -0.768
O 1.14 1.91 -0.74 -0.412
H -2.93 7.79 0.37 0.434
H -2.41 6.54 -0.74 0.539
H -1.29 7.15 0.50 0.394
H -3.91 5.67 1.06 0.244
H -3.21 7.40 2.77 0.393
H -1.75 6.45 3.04 0.312
H -4.65 5.58 3.45 0.371
H -3.41 5.70 4.68 0.452
H -4.02 3.31 5.23 0.527
H -1.97 0.34 2.95 0.693
H -1.07 5.00 -0.46 0.616
C 1.99 0.48 1.89 -1.663
C 2.83 1.70 1.86 0.617
C 4.20 1.66 1.62 -0.314
C 4.96 2.81 1.54 -0.824
C 4.36 4.05 1.71 0.493
C 2.99 4.12 1.98 -1.060
C 2.25 2.97 2.05 0.040
C 5.13 5.25 1.63 -0.008
N 5.76 6.22 1.57 -0.555
H 1.18 0.61 2.62 0.484
H 2.59 -0.38 2.23 0.710
H 4.68 0.70 1.49 0.365
H 6.02 2.75 1.34 0.462
H 2.52 5.09 2.12 0.470
H 1.19 3.03 2.27 0.497
C 2.92 -0.36 -0.86 -1.686
H 3.32 0.61 -1.17 0.487
H 2.81 -1.01 -1.74 0.255
H 3.65 -0.82 -0.19 0.469
N 0.48 0.44 -2.98 -0.043
C -0.31 0.30 -4.05 -0.360
C -1.30 -0.60 -3.71 -0.995
C -1.04 -0.93 -2.38 -0.535
N 0.05 -0.30 -1.95 0.212
H 1.19 1.14 -2.80 0.214
H -0.13 0.85 -4.96 0.483
H -2.11 -0.95 -4.33 0.440
H -1.56 -1.60 -1.71 0.642
C 2.24 -4.51 -3.27 -1.330
C 1.11 -4.29 -2.31 0.914
C -0.12 -4.93 -2.45 -0.645
C -1.09 -4.64 -1.52 -0.202
N -0.89 -3.77 -0.53 -0.507
C 0.30 -3.20 -0.49 0.409
S 0.61 -2.03 0.84 -0.664
N 1.32 -3.43 -1.32 -0.339
H 2.28 -5.55 -3.59 0.445
H 3.18 -4.22 -2.81 0.329
H 2.09 -3.90 -4.16 0.264
H -0.30 -5.64 -3.25 0.416
H -2.06 -5.12 -1.55 0.420

***

Record 2
75
Properties=species:S:1:pos:R:3:mulliken_charge:R:1 method="wB97M-V/def2-TZVPD" total_charge=-1 gap_ev="6.34 / 6.34" homo_ev="-4.95 / -4.95" relative_energy_kj_mol=51.1 spin_multiplicity=6 energy_ev=-76521.201 molar_mass_g_mol=766.97
Sm -1.07 1.08 -1.03 1.086
C -1.52 -1.55 -1.86 1.557
C -1.00 -0.80 -2.96 0.655
C -1.98 0.15 -3.33 0.386
C -3.12 -0.01 -2.48 1.181
C -2.82 -1.04 -1.56 -0.063
C -3.74 -1.68 -0.55 -1.741
C -4.46 0.64 -2.71 -1.706
C -1.87 1.13 -4.47 -1.665
C 0.32 -0.98 -3.66 -1.890
C -1.03 -2.87 -1.31 -1.869
H -4.68 -1.14 -0.48 0.420
H -3.28 -1.68 0.44 0.256
H -3.95 -2.72 -0.82 0.304
H -4.89 0.29 -3.66 0.280
H -4.37 1.72 -2.77 0.280
H -5.16 0.39 -1.91 0.371
H -2.31 0.73 -5.39 0.317
H -0.83 1.37 -4.67 0.327
H -2.39 2.06 -4.22 0.300
H 0.96 -0.10 -3.53 0.224
H 0.17 -1.15 -4.73 0.488
H 0.85 -1.85 -3.26 0.339
H -1.79 -3.64 -1.46 0.476
H -0.82 -2.82 -0.24 0.184
H -0.13 -3.20 -1.83 0.421
C 3.51 -0.83 4.95 -1.596
C 3.18 -2.13 4.20 0.352
C 4.47 -2.91 3.94 -1.037
C 4.16 -4.14 3.10 -1.102
C 3.57 -3.69 1.80 1.194
C 3.81 -4.39 0.63 -0.912
C 3.28 -3.94 -0.56 0.190
F 3.55 -4.63 -1.69 -0.358
C 2.48 -2.82 -0.62 -1.310
C 2.18 -2.12 0.56 0.149
C 1.23 -1.01 0.50 1.182
O 0.79 -0.53 -0.57 -0.415
C 0.84 -0.53 1.80 0.210
C 1.49 -0.93 2.92 -0.424
N 2.49 -1.85 2.94 0.254
C 2.76 -2.54 1.78 -0.199
C -0.29 0.48 1.92 -0.089
O -0.21 1.30 2.85 -1.000
O -1.23 0.37 1.09 -0.500
H 4.20 -1.05 5.76 0.430
H 2.63 -0.37 5.38 0.466
H 3.98 -0.12 4.28 0.392
H 2.52 -2.74 4.82 0.125
H 4.91 -3.19 4.89 0.407
H 5.18 -2.28 3.40 0.357
H 3.46 -4.78 3.64 0.324
H 5.06 -4.73 2.92 0.437
H 4.41 -5.29 0.65 0.509
H 2.05 -2.48 -1.55 0.828
H 1.19 -0.50 3.87 0.517
O -4.31 6.41 -0.17 -0.577
C -3.73 6.15 0.99 0.360
O -3.90 6.86 1.96 -0.654
C -2.85 4.95 1.07 0.083
C -2.18 4.53 2.21 -0.403
N -1.51 3.42 1.90 -0.051
N -1.69 3.07 0.63 0.090
C -2.51 3.98 0.09 -0.291
C -2.90 3.79 -1.35 0.867
O -3.69 4.59 -1.87 -0.918
O -2.40 2.78 -1.90 -0.211
H -4.09 5.72 -0.90 0.464
H -2.16 4.98 3.18 0.538
H -0.97 2.76 2.50 0.194
N 3.81 4.99 -4.00 -0.571
C 3.22 4.31 -3.28 0.436
N 2.71 3.54 -2.39 -0.676
C 1.66 2.94 -2.11 0.678
N 0.78 2.28 -1.69 -0.654

***

Record 3
72
Properties=species:S:1:pos:R:3:mulliken_charge:R:1 method="wB97M-V/def2-TZVPD" total_charge=-1 gap_ev="3.80 / 7.06" homo_ev="-1.58 / -4.85" spin_multiplicity=2 energy_ev=-54297.728 molar_mass_g_mol=760.22
Hg -0.71 2.36 1.75 1.334
C -4.18 0.90 -2.42 -1.683
N -3.52 1.79 -1.45 1.041
C -2.95 1.47 -0.30 -0.126
N -2.42 2.56 0.25 -0.333
C -2.67 3.53 -0.67 -0.417
N -3.34 3.10 -1.72 -0.894
C -3.23 0.32 -3.44 1.693
C -3.18 0.86 -4.72 -0.954
C -2.27 0.31 -5.64 -0.508
C -1.42 -0.71 -5.29 -1.208
C -1.44 -1.23 -3.96 -0.090
C -2.39 -0.70 -3.06 -0.084
C -0.49 -2.18 -3.53 0.461
N 0.43 -2.85 -4.23 -0.679
N 1.17 -3.54 -3.35 -0.551
C 0.72 -3.28 -2.14 0.248
O -0.36 -2.44 -2.18 -0.115
C 1.25 -3.67 -0.88 0.255
C 2.47 -4.37 -0.78 -1.135
C 3.03 -4.62 0.45 -0.475
C 2.40 -4.19 1.63 -1.074
C 1.18 -3.54 1.54 1.162
C 0.49 -3.12 2.82 -1.283
N -0.47 -2.04 2.66 1.111
C -0.25 -0.77 2.32 -0.620
N -1.41 -0.12 2.28 -0.125
C -2.31 -1.08 2.60 -0.480
N -1.79 -2.25 2.84 -1.050
C 0.60 -3.29 0.31 -0.093
H -4.95 1.50 -2.90 0.429
H -4.65 0.11 -1.84 0.371
H -2.95 0.49 0.13 0.397
H -2.38 4.56 -0.56 0.432
H -3.82 1.69 -5.00 0.360
H -2.22 0.71 -6.65 0.366
H -0.71 -1.12 -5.99 0.483
H -2.43 -1.10 -2.05 0.398
H 2.97 -4.67 -1.69 0.487
H 3.98 -5.14 0.52 0.377
H 2.87 -4.35 2.59 0.409
H 1.24 -2.82 3.56 0.424
H -0.09 -3.95 3.24 0.281
H 0.72 -0.34 2.08 0.537
H -3.37 -0.89 2.67 0.512
H -0.36 -2.78 0.24 0.620
C 2.13 0.05 -0.83 -1.388
C 1.27 1.32 -0.78 1.852
C 2.08 2.50 -1.32 -2.106
C 0.04 1.10 -1.65 -1.121
O 0.93 1.56 0.55 -0.728
H 2.54 -0.14 -1.82 0.468
H 1.54 -0.82 -0.54 -0.066
H 2.96 0.15 -0.12 0.461
H 2.52 2.28 -2.30 0.376
H 2.89 2.73 -0.62 0.431
H 1.44 3.38 -1.42 0.398
H 0.31 0.80 -2.67 0.611
H -0.56 2.01 -1.72 0.185
H -0.57 0.30 -1.22 -0.165
N 4.59 2.67 6.89 -0.535
C 3.70 2.73 6.16 -0.010
C 2.59 2.80 5.24 0.575
C 1.41 2.12 5.53 -0.717
C 0.36 2.16 4.62 0.045
C 0.47 2.86 3.42 -0.468
C 1.66 3.54 3.16 -0.061
C 2.71 3.52 4.06 -0.746
H 1.32 1.56 6.45 0.416
H -0.55 1.63 4.86 0.381
H 1.79 4.07 2.22 0.292
H 3.63 4.05 3.85 0.409

***

Record 4
85
Properties=species:S:1:pos:R:3:mulliken_charge:R:1 method="wB97M-V/def2-TZVPD" total_charge=+1 gap_ev=6.31 homo_ev=-9.74 relative_energy_kj_mol=271.1 energy_ev=-112845.260 molar_mass_g_mol=1124.68
Zr 0.09 -0.24 0.57 -0.974
C -2.51 5.85 2.68 -0.576
C -1.32 5.46 2.23 -1.325
C -1.09 4.08 1.70 1.145
C -2.22 3.07 1.95 1.023
C -3.54 3.68 2.34 -0.518
C -3.66 4.95 2.68 -0.782
N -1.80 0.66 2.64 0.267
N -2.44 0.39 1.41 -0.546
C -2.59 -0.89 1.05 0.568
C -3.77 -1.35 0.41 -1.142
C -3.91 -2.68 0.19 -0.372
C -2.88 -3.59 0.53 -0.831
C -1.70 -3.07 0.96 -0.368
N -1.53 -1.74 1.15 0.583
H -2.63 6.86 3.05 0.461
H -0.47 6.13 2.22 0.497
H -0.15 3.68 2.10 0.099
H -4.39 3.01 2.33 0.442
H -4.63 5.36 2.96 0.444
H -4.55 -0.63 0.18 0.554
H -4.84 -3.06 -0.24 0.430
H -3.00 -4.65 0.41 0.487
H -0.84 -3.70 1.15 0.430
O 0.36 1.06 -2.81 -0.333
P -1.18 1.11 -2.37 -0.062
O -2.13 1.01 -3.46 -0.762
O -1.21 0.13 -1.19 0.002
O -1.28 2.62 -1.66 -0.417
P -0.26 3.03 -0.54 -0.125
O 1.04 3.46 -1.26 -0.486
O -0.85 4.23 0.24 -0.193
O -0.04 1.86 0.40 1.890
H 0.54 1.58 -3.60 0.311
H 1.82 3.38 -0.64 0.395
N 8.30 0.64 3.15 -0.444
C 7.02 0.87 2.73 0.983
C 6.60 2.17 2.42 -0.812
C 5.32 2.41 1.99 -0.746
C 4.42 1.35 1.86 -0.486
C 4.83 0.06 2.16 -0.280
C 6.11 -0.18 2.59 -0.920
S 2.78 1.66 1.37 2.246
O 1.88 1.56 2.50 -0.821
O 2.77 2.93 0.66 -1.087
N 2.33 0.39 0.47 0.748
C 2.85 0.18 -0.77 0.084
N 2.22 -0.84 -1.38 0.336
C 2.58 -1.09 -2.64 -0.202
C 3.60 -0.39 -3.26 -0.838
C 4.21 0.60 -2.51 -0.586
N 3.84 0.91 -1.27 -0.517
H 8.96 1.39 3.21 0.186
H 8.62 -0.29 3.32 0.185
H 7.30 3.00 2.52 0.322
H 5.00 3.41 1.73 0.515
H 4.13 -0.77 2.03 0.031
H 6.43 -1.20 2.80 0.338
H 2.04 -1.88 -3.15 0.295
H 3.90 -0.61 -4.27 0.461
H 5.03 1.19 -2.92 0.473
N 1.09 -1.01 3.92 0.245
C 1.66 -1.89 3.02 0.235
C 2.67 -2.73 3.51 -1.031
C 3.24 -3.66 2.68 -0.737
C 2.80 -3.75 1.36 -1.067
C 1.83 -2.88 0.94 -0.144
N 1.27 -1.94 1.74 1.172
C -0.03 -0.23 3.82 0.983
C -0.58 0.22 5.09 -1.888
C -1.12 1.45 5.25 -0.860
C -1.44 2.39 4.22 -0.203
C -1.79 2.04 2.97 -0.353
N -0.51 0.08 2.67 1.323
H 1.52 -1.02 4.83 0.358
H 2.97 -2.65 4.55 0.503
H 4.01 -4.32 3.05 0.471
H 3.21 -4.47 0.67 0.536
H 1.47 -2.90 -0.08 0.158
H -0.38 -0.40 5.95 0.507
H -1.32 1.76 6.27 0.444
H -1.50 3.44 4.49 0.568
H -2.40 2.51 1.03 -0.092
I -0.69 -2.36 -2.16 0.373
I -0.07 -4.90 -2.66 -0.183

***

Record 5
76
Properties=species:S:1:pos:R:3:mulliken_charge:R:1 method="wB97M-V/def2-TZVPD" total_charge=+2 gap_ev="6.49 / 6.89" homo_ev="-13.12 / -13.52" relative_energy_kj_mol=14.7 spin_multiplicity=2 energy_ev=-79828.638 molar_mass_g_mol=851.97
Ir -0.01 0.27 -0.20 0.692
C -2.56 -3.95 -0.76 -0.681
O -1.38 -4.00 0.10 -0.432
C -1.08 -2.72 0.32 -0.255
N -1.91 -1.81 -0.02 0.240
C -3.11 -2.54 -0.49 -0.136
C -3.85 -1.91 -1.64 -0.243
C -3.31 -0.86 -2.36 0.583
C -4.01 -0.31 -3.43 -0.868
C -5.25 -0.81 -3.78 -0.624
C -5.79 -1.87 -3.06 -0.650
C -5.10 -2.41 -2.00 -0.499
C 0.17 -2.46 1.08 0.633
C 0.83 -3.48 1.73 -0.636
C 1.92 -3.17 2.53 -0.954
C 2.31 -1.85 2.65 -0.507
C 1.62 -0.89 1.94 0.035
N 0.56 -1.19 1.16 0.703
C 2.02 0.53 1.94 0.281
N 1.49 1.38 1.14 0.375
C 2.17 2.67 1.32 -0.495
C 3.13 2.38 2.50 -0.651
O 2.97 0.95 2.76 -0.504
C 1.19 3.79 1.53 0.297
C 1.44 5.04 0.98 -0.531
C 0.55 6.09 1.17 -0.735
C -0.60 5.90 1.92 -0.614
C -0.86 4.65 2.48 -0.787
C 0.04 3.61 2.29 -0.004
H -3.22 -4.76 -0.47 0.346
H -2.23 -4.07 -1.79 0.409
H -3.79 -2.57 0.38 0.451
H -2.33 -0.49 -2.12 0.268
H -3.57 0.49 -4.01 0.452
H -5.79 -0.39 -4.62 0.416
H -6.76 -2.27 -3.33 0.416
H -5.53 -3.24 -1.44 0.461
H 0.48 -4.50 1.61 0.656
H 2.46 -3.95 3.05 0.520
H 3.15 -1.55 3.27 0.649
H 2.74 2.88 0.41 0.563
H 2.86 2.91 3.41 0.375
H 4.18 2.55 2.27 0.348
H 2.34 5.20 0.39 0.483
H 0.76 7.07 0.75 0.453
H -1.29 6.72 2.08 0.466
H -1.74 4.50 3.09 0.471
H -0.16 2.64 2.75 0.469
C -2.23 3.76 -1.66 -2.129
C -1.63 2.55 -1.03 1.145
N -0.56 1.92 -1.40 0.791
N 0.04 2.38 -2.57 -0.783
C 1.21 2.00 -3.06 0.473
N 1.51 2.27 -4.31 -0.358
S 2.48 1.21 -2.10 0.095
C -2.26 2.01 0.18 0.259
C -3.48 2.45 0.66 -0.634
C -4.00 1.89 1.81 -1.192
C -3.26 0.92 2.47 -0.999
C -2.06 0.51 1.92 -0.226
N -1.56 1.04 0.80 0.731
H -1.61 4.26 -2.40 0.700
H -2.42 4.50 -0.88 0.445
H -3.18 3.51 -2.13 0.365
H -0.56 2.95 -3.15 0.140
H 0.81 2.55 -4.99 0.224
H 2.42 2.03 -4.66 0.285
H -4.03 3.21 0.13 0.612
H -4.96 2.21 2.20 0.536
H -3.61 0.46 3.38 0.599
H -1.46 -0.27 2.39 0.382
O 1.70 -2.32 -3.54 -0.594
S 1.29 -1.16 -2.84 0.995
O 2.65 -0.13 -3.00 -0.319
O 0.25 -0.32 -3.40 -0.574
O 1.24 -1.30 -1.37 -0.674

***

Record 6
79
Properties=species:S:1:pos:R:3:mulliken_charge:R:1 method="wB97M-V/def2-TZVPD" total_charge=+2 gap_ev="6.42 / 5.49" homo_ev="-13.11 / -13.25" relative_energy_kj_mol=0.0 spin_multiplicity=3 energy_ev=-75287.635 molar_mass_g_mol=779.65
Mo 0.32 0.77 -0.65 -2.260
C 1.89 2.60 3.15 -1.939
C 1.60 1.80 1.92 0.349
N 0.53 1.91 1.22 1.840
C -0.53 2.86 1.54 -0.717
C -1.05 3.44 0.23 -1.420
N -1.24 2.37 -0.79 0.055
C -2.60 1.75 -0.83 -0.958
C -2.68 0.53 0.07 -0.574
N -1.54 -0.37 -0.22 0.151
C -1.77 -1.33 -1.33 -0.827
C -0.47 -2.09 -1.60 -1.216
N 0.67 -1.27 -1.16 0.929
C 1.85 -1.78 -1.01 -0.193
C 2.23 -3.13 -1.51 -1.906
C 2.71 -0.98 -0.12 0.377
C 3.94 -1.35 0.39 -0.914
C 4.47 -0.63 1.45 -1.751
C 3.74 0.41 2.00 -1.064
C 2.53 0.77 1.42 0.902
N 2.07 0.11 0.35 1.921
H 1.01 2.68 3.78 0.535
H 2.20 3.61 2.87 0.329
H 2.69 2.16 3.74 0.520
H -0.18 3.67 2.18 0.717
H -1.31 2.32 2.08 0.200
H -0.30 4.12 -0.17 0.536
H -1.98 3.99 0.39 0.388
H -1.07 2.78 -1.70 0.344
H -2.78 1.48 -1.87 0.350
H -3.35 2.48 -0.54 0.533
H -3.63 0.02 -0.08 0.531
H -2.61 0.81 1.12 0.200
H -1.30 -0.90 0.63 0.425
H -2.05 -0.75 -2.20 0.370
H -2.57 -2.02 -1.08 0.547
H -0.38 -2.36 -2.66 0.456
H -0.44 -3.01 -1.01 0.611
H 1.84 -3.29 -2.51 0.462
H 1.82 -3.90 -0.86 0.362
H 3.31 -3.25 -1.54 0.538
H 4.46 -2.21 -0.01 0.496
H 5.43 -0.91 1.86 0.536
H 4.12 0.94 2.87 0.502
F 6.74 3.12 1.38 -0.303
C 5.62 3.02 0.69 0.665
C 4.56 3.87 0.95 0.305
F 4.67 4.80 1.89 -0.333
C 3.38 3.72 0.25 -0.260
F 2.37 4.55 0.54 -0.420
C 3.21 2.74 -0.72 0.805
S 1.71 2.57 -1.62 -0.292
C 4.30 1.91 -0.97 0.459
F 4.20 0.92 -1.87 -0.416
C 5.48 2.03 -0.28 0.137
F 6.49 1.19 -0.50 -0.358
N -1.55 0.94 -10.56 -0.411
C -1.36 0.91 -9.43 -0.143
C -1.12 0.86 -8.01 0.540
C -2.12 0.42 -7.16 -0.885
C -1.89 0.37 -5.79 -0.314
C -0.65 0.77 -5.28 -0.157
C 0.35 1.21 -6.14 -0.485
C 0.12 1.26 -7.50 -0.804
C -0.40 0.72 -3.87 0.982
C -0.16 0.72 -2.67 0.680
H -3.07 0.11 -7.56 0.464
H -2.67 0.03 -5.13 0.421
H 1.30 1.52 -5.74 0.512
H 0.89 1.61 -8.18 0.471
N -0.76 0.55 5.37 -0.556
N -0.38 -0.30 4.35 1.194
N 0.61 -1.14 4.48 -0.944
C 0.69 -1.64 3.25 -0.347
N -0.21 -1.09 2.43 -0.161
N -0.90 -0.22 3.16 -0.517
H -0.40 0.16 6.24 0.322
H -1.78 0.56 5.41 0.294
H 1.41 -2.39 2.96 0.581